1.
Density functional theory data (ωB97M-V with the def2-TZVPD basis set) for 2 unconnected molecules or ions with the total composition H4O2 in a non-equilibrium geometry.

## Properties
* HOMO: -11.01 eV
* Kohn-Sham gap: 11.865 eV
* ΔE to the lowest compared entry with this formula, charge and spin: 10.6 kJ/mol
* SMILES string: O.O
* multiplicity: 1

Atoms and positions in Å:
O -0.77 0.68 1.00
O 0.72 -0.72 -0.93
H -0.72 0.20 0.13
H -1.61 1.14 1.00
H 1.23 -0.01 -1.39
H 1.42 -1.00 -0.33



2.
Density functional theory data (ωB97M-V with the def2-TZVPD basis set) for 6 unconnected molecules or ions with the total composition C39H41Br2F3O4 in a non-equilibrium geometry.

## Properties
* HOMO: -8.90 eV
* Kohn-Sham gap: 8.914 eV
* SMILES string: C[C@](CC[C@@](F)(Br)C(F)(F)Br)(CC(=O)O)OC=O.c1ccccc1.c1ccccc1.c1ccccc1.c1ccccc1.c1ccccc1
* multiplicity: 1

Atoms and positions in Å:
Br -5.89 0.27 -0.53
Br -2.77 2.53 -3.45
F -5.09 3.16 -2.08
F -5.24 1.31 -3.41
F -3.52 -0.22 -1.88
O -3.24 1.00 2.84
O -7.09 2.96 1.61
O -4.04 -1.03 1.89
O -7.17 0.92 2.65
C -3.15 1.46 -0.10
C -3.39 8.70 1.91
C 6.27 -2.69 -1.75
C 12.44 -7.55 -1.61
C 7.26 -3.61 -1.43
C -5.16 -4.02 -2.88
C -5.18 2.56 3.21
C 10.59 -7.23 -3.11
C -4.13 -0.09 2.71
C 2.62 0.31 0.73
C 11.58 -8.05 -2.58
C 10.46 -5.92 -2.68
C -6.13 -4.59 -0.33
C 0.42 2.01 0.63
C -3.80 2.27 2.43
C -4.39 1.98 -2.45
C -4.76 -3.24 -1.79
C -3.29 8.23 -0.45
C -5.25 -3.53 -0.52
C 1.63 2.41 0.07
C -6.52 2.20 2.45
C -3.81 2.57 0.85
C 6.62 -1.58 0.36
C 5.94 -1.68 -0.85
C -2.76 3.37 3.07
C -4.27 7.63 2.08
C -4.65 6.87 0.99
C -4.15 0.94 -1.27
C 7.94 -3.51 -0.22
C 0.31 0.76 1.24
C -2.90 8.99 0.65
C -4.17 7.17 -0.28
C 12.32 -6.23 -1.18
C 11.33 -5.42 -1.71
C -6.53 -5.36 -1.42
C -6.04 -5.07 -2.69
C 1.42 -0.08 1.30
C 2.73 1.56 0.12
C 7.62 -2.49 0.67
H -4.95 -2.92 0.33
H 6.37 -0.79 1.06
H -5.21 3.69 3.46
H 5.16 -0.97 -1.10
H 5.74 -2.76 -2.70
H -4.65 7.39 3.07
H 13.00 -5.84 -0.43
H 13.21 -8.19 -1.19
H 8.15 -2.41 1.62
H -7.21 -6.19 -1.28
H 1.33 -1.05 1.78
H 11.67 -9.08 -2.91
H 9.92 -7.62 -3.87
H 3.68 1.87 -0.32
H -2.74 0.53 0.41
H -5.34 6.03 1.12
H -4.86 2.79 0.40
H -2.90 8.46 -1.44
H -4.77 -3.79 -3.87
H -1.68 3.02 2.92
H -2.21 9.82 0.51
H -0.63 0.45 1.68
H -4.48 6.58 -1.13
H 3.48 -0.35 0.77
H -3.22 3.55 0.66
H -4.07 -2.42 -1.93
H 11.23 -4.39 -1.37
H -2.96 3.34 4.20
H -6.35 -5.67 -3.54
H -2.26 1.94 -0.66
H 1.72 3.38 -0.41
H -3.09 9.29 2.77
H 7.51 -4.40 -2.13
H -6.51 -4.81 0.66
H 8.72 -4.23 0.03
H -0.44 2.66 0.58
H -5.10 2.04 4.24
H -5.00 -0.17 3.47
H 9.68 -5.28 -3.09
H -8.01 1.13 3.13
H -2.97 4.43 2.68



3.
Density functional theory data (ωB97M-V with the def2-TZVPD basis set) for a molecular structure, C40H30F5O6SSeSiW.

## Properties
* HOMO: -10.75 eV
* Kohn-Sham gap: 6.654 eV
* total charge: +1
* multiplicity: 1

Atoms and positions in Å:
W 0.33 1.09 1.47
Se -1.23 1.06 3.40
S 0.34 1.92 -1.66
Si 0.88 -1.47 0.92
F -3.82 2.11 4.66
F -4.62 0.88 -0.56
F -6.27 2.39 3.57
F -6.68 1.77 0.96
F -2.14 0.68 0.51
O 2.61 1.76 0.67
O 0.19 0.82 -0.55
O -0.15 2.99 0.78
O 0.91 3.96 2.60
O 1.59 0.85 2.90
O 3.53 1.04 4.02
C -3.77 3.47 -2.77
C 2.21 -3.19 -0.86
C -0.83 -2.14 0.51
C 1.56 -0.47 -5.28
C -1.12 -2.73 -0.72
C 0.77 -3.06 3.34
C -5.47 1.65 1.49
C 3.75 -1.29 -2.15
C -4.00 1.82 3.37
C -3.17 1.10 1.28
C -1.89 -2.02 1.43
C -2.22 1.62 -2.68
C 1.32 -3.65 4.46
C 2.86 -0.91 -1.16
C -2.41 -3.15 -1.04
C -1.59 3.80 -1.81
C 0.39 -0.38 -3.18
C 1.56 -2.32 2.46
C 0.78 0.95 -3.07
C -3.46 2.13 -3.02
C -1.30 2.47 -2.08
C 2.07 -1.85 -0.49
C -3.17 -2.45 1.12
C 3.48 -2.80 3.86
C 2.92 -2.21 2.73
C -3.43 -3.01 -0.12
C 2.91 1.05 3.00
C 1.56 1.58 -4.02
C -4.42 1.21 0.71
C 2.31 3.16 0.83
C 3.86 -2.63 -2.51
C -2.83 4.30 -2.16
C 1.94 0.86 -5.15
C 0.79 -1.09 -4.30
C -5.26 1.96 2.83
C 3.08 -3.58 -1.86
C -2.93 1.38 2.61
C 0.95 3.19 1.49
C 3.55 1.27 1.63
C 2.67 -3.51 4.73
H 2.54 1.33 -5.91
H -3.96 -2.35 1.85
H -4.43 -3.34 -0.37
H 4.40 1.94 1.73
H 1.87 2.61 -3.90
H 2.29 3.61 -0.16
H 1.63 -3.95 -0.34
H 0.51 -2.13 -4.40
H 4.35 -0.54 -2.65
H -4.74 3.86 -3.04
H 2.78 0.14 -0.91
H 0.69 -4.22 5.13
H 3.17 -4.62 -2.13
H -4.20 1.49 -3.49
H -1.98 0.59 -2.89
H -0.18 -0.84 -2.39
H 1.87 -1.03 -6.15
H 4.54 -2.70 4.05
H 3.89 0.30 1.26
H -2.60 -3.61 -2.00
H -1.71 -1.56 2.40
H 4.54 -2.93 -3.29
H -0.29 -3.20 3.14
H 3.06 3.65 1.45
H -0.85 4.43 -1.33
H -0.32 -2.89 -1.44
H 0.01 3.97 2.96
H 3.10 -3.97 5.62
H 3.58 -1.70 2.04
H -3.07 5.33 -1.96



4.
Density functional theory data (ωB97M-V with the def2-TZVPD basis set) for 5 unconnected molecules or ions with the total composition C31H59FN8O2 in a non-equilibrium geometry.

## Properties
* HOMO: -9.18 eV
* Kohn-Sham gap: 8.759 eV
* SMILES string: CC[C@@H](F)N(C[C@@H](CCCCCN)OCCCCN)N=C=O.CCCC#N.CCCC#N.CCCC#N.CCCC#N
* multiplicity: 1

Atoms and positions in Å:
F -3.23 3.46 -0.22
O -3.56 -1.37 0.41
O -3.21 2.94 -3.86
N 4.09 -5.33 8.39
N -9.62 -2.41 -0.62
N 4.24 7.23 -5.69
N 2.67 -4.00 2.95
N 3.60 -4.10 -0.30
N -1.27 1.88 -2.31
N 0.42 9.07 -0.99
N -1.69 1.62 -1.03
C 4.87 -5.70 3.04
C 4.40 -7.12 3.35
C -2.79 0.61 -0.93
C 3.67 -4.77 2.99
C -1.89 2.84 -0.17
C -7.06 -2.77 -0.86
C 3.62 6.20 -6.07
C -0.34 4.77 1.05
C 0.96 -3.99 7.23
C 3.69 -7.24 4.69
C -0.71 4.01 -0.37
C -8.36 -2.90 0.13
C -1.29 -0.56 1.09
C 0.90 8.07 -4.64
C -2.30 -0.81 -0.18
C -0.26 8.58 -1.93
C 3.48 3.71 -5.89
C -5.60 -2.95 -0.05
C 2.87 4.96 -6.53
C -4.44 -1.90 -0.64
C 1.65 -4.01 8.59
C -2.18 2.57 -3.07
C 3.02 -2.70 -0.36
C 1.78 -3.26 6.16
C -1.09 8.00 -3.06
C 0.28 -0.30 0.70
C 2.98 -4.73 8.48
C -0.19 7.21 -4.01
C 0.83 -1.14 -0.59
C 4.95 3.52 -6.26
C 1.35 -2.68 -0.21
H 1.81 5.05 -6.24
H 0.29 6.38 -3.46
H -8.59 -4.04 0.39
H 1.23 -3.25 5.21
H 5.34 2.60 -5.80
H 5.38 -5.67 2.07
H -5.80 -2.80 1.09
H 1.11 -2.98 0.90
H 0.25 3.60 -0.91
H 0.41 5.68 0.88
H 0.12 -1.16 -1.52
H 1.51 7.47 -5.33
H 0.93 -0.65 1.64
H 1.82 -0.58 -0.96
H 1.82 -2.99 8.95
H 3.25 -2.24 -1.43
H -1.74 2.48 0.96
H 1.02 -4.53 9.32
H -1.59 8.81 -3.60
H 0.15 3.95 1.77
H 5.57 4.34 -5.91
H -8.29 -2.26 1.12
H 2.91 2.83 -6.20
H -1.86 7.35 -2.64
H 1.98 -2.23 6.46
H 1.58 8.48 -3.89
H 0.50 0.86 0.57
H -10.05 -1.60 -0.11
H 2.78 -6.64 4.72
H 3.41 -8.28 4.89
H -0.01 -3.49 7.32
H -1.20 4.79 -1.13
H 0.77 -5.01 6.89
H -5.07 -1.02 -1.14
H -9.38 -2.11 -1.59
H 5.57 -5.35 3.80
H -1.39 -1.43 1.90
H 0.47 8.90 -5.21
H -3.74 0.96 -0.29
H -1.94 -1.62 -0.95
H -3.24 0.25 -1.96
H -1.35 5.11 1.57
H 4.65 -3.94 -0.25
H 3.31 -4.62 0.56
H 2.92 4.89 -7.62
H -3.88 -2.43 -1.53
H 4.35 -6.91 5.51
H 5.27 -7.79 3.35
H -1.68 0.42 1.65
H -7.14 -3.60 -1.71
H -5.23 -4.06 -0.21
H 3.40 3.78 -4.80
H 0.97 -3.47 -1.02
H 3.73 -7.48 2.56
H 2.73 -3.76 5.98
H -0.80 6.77 -4.80
H -7.13 -1.72 -1.39
H 3.52 -1.96 0.42
H 5.07 3.43 -7.35



5.
Density functional theory data (ωB97M-V with the def2-TZVPD basis set) for C2H4N2S2 in the gas phase in a non-equilibrium geometry.

## Properties
* HOMO: -8.97 eV
* Kohn-Sham gap: 8.666 eV
* ΔE to the lowest compared entry with this formula, charge and spin: 269.2 kJ/mol
* SMILES string: S/N=C\C=N\S
* multiplicity: 1

Atoms and positions in Å:
S -0.20 1.33 -2.43
S 0.83 0.13 3.00
N -0.41 -0.26 -1.96
N -0.01 -0.63 1.66
C 0.14 0.00 0.52
C -0.25 -0.73 -0.76
H -0.07 -0.17 3.92
H -0.33 -1.81 -0.70
H 0.82 0.89 0.48
H -0.51 1.25 -3.75



6.
Density functional theory data (ωB97M-V with the def2-TZVPD basis set) for 2 unconnected molecules or ions with the total composition H2N2O3S in a non-equilibrium geometry.

## Properties
* HOMO (alpha / beta): -8.70 / -10.62 eV
* ⟨S²⟩: 2.01
* Kohn-Sham gap (alpha / beta): 8.969 / 7.406 eV
* ΔE to the lowest compared entry with this formula, charge and spin: 403.4 kJ/mol
* multiplicity: 3

Atoms and positions in Å:
S -2.26 -0.46 -0.37
O 2.54 -0.71 0.30
O 1.74 1.20 -0.22
O 0.50 -0.60 0.03
N 1.66 0.07 0.02
N -1.08 0.54 0.09
H -0.88 1.13 -0.76
H -2.22 -1.16 0.91



7.
Density functional theory data (ωB97M-V with the def2-TZVPD basis set) for 2 unconnected molecules or ions with the total composition C9H21OS in a non-equilibrium geometry.

## Properties
* HOMO: -13.38 eV
* Kohn-Sham gap: 10.052 eV
* ΔE to the lowest compared entry with this formula, charge and spin: 59.9 kJ/mol
* total charge: +1
* multiplicity: 1

Atoms and positions in Å:
S -0.01 -0.12 0.10
O -0.54 -1.22 -0.96
C 1.51 2.18 -0.56
C -3.03 -0.56 0.14
C 1.81 0.15 -1.96
C 1.25 -0.99 1.09
C -2.57 0.62 0.44
C 0.81 0.95 -1.13
C 1.57 -2.37 0.51
C 0.72 -1.20 2.54
C -2.81 1.85 -0.32
H 2.21 -0.44 1.24
H 1.13 -0.22 -2.77
H -2.18 0.84 1.43
H -3.59 -0.63 -0.76
H 0.95 2.99 -0.08
H 2.49 -2.78 1.04
H -2.02 2.55 -0.03
H 1.45 -1.67 3.21
H -3.22 -1.45 0.73
H -0.13 -1.79 2.67
H 1.81 2.70 -1.58
H 1.89 -2.40 -0.59
H 2.39 2.06 0.04
H 0.05 1.17 -1.81
H 2.55 0.70 -2.48
H 2.31 -0.67 -1.49
H -3.70 2.45 0.04
H -1.49 -1.14 -1.00
H 0.78 -3.05 0.59
H -2.85 1.65 -1.38
H 0.44 -0.17 3.04



8.
Density functional theory data (ωB97M-V with the def2-TZVPD basis set) for a gas-phase ion, C9H11N4S2 (charge +1) in a non-equilibrium geometry.

## Properties
* HOMO: -12.02 eV
* Kohn-Sham gap: 7.753 eV
* ΔE to the lowest compared entry with this formula, charge and spin: 0.0 kJ/mol
* total charge: +1
* multiplicity: 1

Atoms and positions in Å:
S 1.04 -4.42 1.28
S 1.62 -0.09 -3.40
N 1.70 -0.61 -0.83
N 2.40 -2.62 0.10
N 0.25 1.06 -1.38
N 0.68 -3.58 -1.25
C 2.62 -1.38 -0.43
C -1.15 0.02 1.87
C 1.31 -3.50 -0.01
C -0.56 -0.08 0.66
C -1.69 2.32 1.47
C -1.05 2.27 0.25
C 1.18 0.14 -1.74
C -1.66 1.23 2.27
C -0.44 1.13 -0.15
H 0.22 -4.45 -1.43
H 1.40 -3.66 -1.99
H 3.56 -0.92 -0.02
H -2.30 1.35 3.21
H -0.25 -1.01 0.28
H 0.93 0.89 -3.94
H -1.11 -0.67 2.70
H -1.09 3.10 -0.39
H -1.99 3.28 1.90
H 0.05 1.81 -2.02
H 2.98 -2.96 0.85



Number 1: energy -4159.8295 eV. Number 2: energy -197532.4831 eV. Number 3: energy -153717.2916 eV. Number 4: energy -51823.0068 eV. Number 5: energy -26787.2243 eV. Number 6: energy -19981.6019 eV. Number 7: energy -22546.8033 eV. Number 8: energy -37134.6198 eV.